Run P
Molecular formula: C4H5N
Method: DFT, wB97M-V/def2-TZVPD

Properties
SMILES string: C/C=C1C=N/1
Multiplicity: 1
Gap between HOMO and LUMO, eV: 9.666

Positions of all 10 atoms, in Å:
C (0.9764, -0.4141, -0.0423)
C (-0.4137, -0.9568, 0.3695)
C (-1.4384, -0.2375, 0.1085)
C (-2.7874, 0.1603, 0.0170)
N (-1.9287, 0.9817, -0.4563)
H (1.5960, -0.3987, 0.8790)
H (0.8010, 0.5141, -0.4113)
H (1.4320, -1.1247, -0.6782)
H (-0.4065, -1.9616, 0.9002)
H (-3.8283, 0.1336, 0.3464)

***

Run Q
Molecular formula: C4H5N
Method: DFT, wB97M-V/def2-TZVPD

Properties
SMILES string: N#CC1CC1
Multiplicity: 1
Gap between HOMO and LUMO, eV: 10.611

Positions of all 10 atoms, in Å:
N (-0.3918, -1.4978, -1.7102)
C (-0.2946, -0.6711, -0.9105)
C (-0.4996, 0.2976, 0.1064)
C (0.3801, 1.4532, 0.6561)
C (0.7074, 0.0734, 1.3484)
H (-1.5274, 0.2882, 0.5417)
H (-0.2455, 2.0609, 1.1698)
H (1.0956, 1.9926, -0.0707)
H (1.5157, -0.4947, 0.9163)
H (0.1445, -0.2810, 2.2121)

***

Short version: run Q is the most stable of them.

***

Run P
Molecular formula: C4H5N
Method: DFT, wB97M-V/def2-TZVPD

Properties
Multiplicity: 1
Gap between HOMO and LUMO (spin up / spin down), eV: 10.135 / 7.323

Positions of all 10 atoms, in Å:
C (-1.4234, -0.1217, -0.0399)
C (-0.2587, -0.1492, 0.2676)
C (3.5308, -0.3299, -0.0500)
C (-2.8183, 0.2996, -0.0031)
N (2.8075, 0.6060, 0.0877)
H (4.4257, -0.3119, 0.5309)
H (3.2603, -1.1405, -0.8436)
H (-3.1171, 0.0595, -0.9367)
H (-2.9210, 1.3706, 0.2737)
H (-3.4858, -0.2824, 0.7133)

***

Run Q
Molecular formula: C4H5N
Method: DFT, wB97M-V/def2-TZVPD

Properties
Multiplicity: 1
Gap between HOMO and LUMO, eV: 7.826

Positions of all 10 atoms, in Å:
C (-0.7670, -0.4139, 0.2288)
C (0.4686, 0.1180, -0.0455)
C (-1.6659, 0.3914, -0.4399)
C (1.7560, -0.3876, 0.3962)
N (-2.3755, 1.0939, -1.0958)
H (-1.0371, -1.3217, 0.6626)
H (2.3512, 0.5335, 0.8528)
H (2.2968, -0.9091, -0.4627)
H (1.7973, -1.0513, 1.2377)
H (-2.8244, 1.9469, -1.3341)

***

Short version: run Q is the most stable of them.

***

Run P
Molecular formula: C23H16F4N
Method: DFT, wB97M-V/def2-TZVPD

Properties
Multiplicity: 1
Gap between HOMO and LUMO, eV: 4.500
Net charge: +1

Positions of all 44 atoms, in Å:
F (-3.4954, 5.6748, 1.0444)
C (-3.2584, 4.3421, 1.0614)
C (-4.3118, 3.4478, 1.0491)
C (-4.0700, 2.0854, 1.0668)
F (-5.1105, 1.2214, 1.0496)
C (-2.7769, 1.6192, 1.0978)
C (-1.6731, 2.4960, 1.1138)
C (-0.3775, 1.9233, 1.1281)
C (0.9186, 2.4948, 1.1164)
C (2.0204, 1.6159, 1.0869)
C (3.3142, 2.0802, 1.0612)
F (4.3536, 1.2147, 1.0450)
C (3.5581, 3.4424, 1.0548)
C (2.5064, 4.3386, 1.0808)
F (2.7452, 5.6709, 1.0737)
C (1.2153, 3.8721, 1.1161)
C (-1.9677, 3.8737, 1.0938)
H (-5.3213, 3.8149, 1.0256)
H (-2.6250, 0.5551, 1.0956)
H (-0.3775, 0.8453, 1.1029)
H (1.8653, 0.5524, 1.0661)
H (4.5679, 3.8086, 1.0301)
H (0.4564, 4.6194, 1.1478)
H (-1.2073, 4.6200, 1.0951)
C (0.0329, -4.4147, -3.6913)
C (-0.0122, -3.4356, -2.5649)
C (-0.6092, -2.2284, -2.7676)
C (-0.6733, -1.2870, -1.7437)
N (-0.1937, -1.4487, -0.5444)
C (0.4101, -2.6426, -0.2993)
C (0.5291, -3.6687, -1.2733)
C (1.1789, -4.8735, -0.9171)
C (1.6836, -5.0521, 0.3361)
C (1.5638, -4.0397, 1.2960)
C (0.9437, -2.8665, 0.9877)
H (0.5312, -5.3460, -3.4328)
H (-0.9741, -4.6688, -4.0232)
H (0.5595, -3.9942, -4.5484)
H (-1.0321, -2.0096, -3.7333)
H (-1.1545, -0.3406, -1.9381)
H (1.2783, -5.6601, -1.6445)
H (2.1779, -5.9771, 0.5909)
H (1.9664, -4.1916, 2.2855)
H (0.8446, -2.0836, 1.7227)

***

Run Q
Molecular formula: C23H16F4N
Method: DFT, wB97M-V/def2-TZVPD

Properties
Multiplicity: 1
Gap between HOMO and LUMO, eV: 6.621
Net charge: +1

Positions of all 44 atoms, in Å:
F (2.0883, -2.7713, 5.2290)
C (2.1749, -1.6134, 4.4832)
C (2.8556, -0.5226, 5.0295)
C (2.8804, 0.6378, 4.2558)
F (3.4244, 1.7728, 4.8238)
C (2.4009, 0.6902, 2.9480)
C (1.7644, -0.4468, 2.3838)
C (1.2917, -0.4359, 0.9928)
C (0.9047, -1.7179, 0.4581)
C (0.5937, -1.9206, -0.8605)
C (0.2316, -3.1884, -1.4580)
C (0.0281, -3.2483, -2.8706)
C (-0.3024, -4.4482, -3.4732)
F (-0.4740, -4.4589, -4.8426)
C (-0.4830, -5.6306, -2.7529)
C (-0.2703, -5.5691, -1.3717)
F (-0.4208, -6.7356, -0.6534)
C (0.0635, -4.3932, -0.7055)
C (1.6112, -1.5886, 3.2100)
H (3.3219, -0.5793, 6.0253)
H (2.5502, 1.5850, 2.3549)
H (1.9589, 0.2395, 0.3415)
H (0.9616, -2.6413, 1.0694)
H (0.6755, -1.0564, -1.5530)
H (0.1138, -2.3158, -3.4351)
H (-0.7401, -6.5533, -3.2546)
H (0.1593, -4.3885, 0.3859)
H (1.1123, -2.5014, 2.8704)
C (-2.9185, 4.7278, -3.1814)
C (-3.6366, 3.9284, -2.2556)
C (-3.0516, 3.6092, -1.0116)
C (-1.7685, 4.0451, -0.6883)
C (-1.1071, 3.6119, 0.6020)
N (-0.3819, 2.3471, 0.4768)
C (-0.0138, 1.2156, 0.4817)
C (-1.0498, 4.8028, -1.6109)
C (-1.5979, 5.1402, -2.8652)
H (-3.3643, 4.9917, -4.1516)
H (-4.6433, 3.5939, -2.5151)
H (-3.5956, 3.0246, -0.2757)
H (-0.3983, 4.3964, 0.8928)
H (-1.8559, 3.4888, 1.3932)
H (-0.0564, 5.1421, -1.3331)
H (-1.0366, 5.7344, -3.5884)

***

Short version: run P is the most stable of them.